1.
CrN6O18 | wB97M-V/def2-TZVPD

CARTESIAN COORDINATES (ANGSTROEM)
Cr 0.2854 0.6875 0.3803
N 2.0790 2.4280 -0.6181
O 2.9825 2.8752 -1.2598
O 2.1972 1.8591 0.4756
O 0.9592 2.1519 -1.0766
N 2.2463 -1.6817 1.9730
O 1.9628 -2.8519 1.6476
O 1.5450 -0.8423 1.3988
O 3.1072 -1.4675 2.8231
N -2.4634 0.7800 -2.1357
O -1.5518 0.8123 -1.2682
O -2.8885 -0.3094 -2.4760
O -3.0333 1.7734 -2.5628
N 0.5589 -1.5710 -2.0573
O 0.8214 -0.8059 -1.1624
O 1.4216 -2.1531 -2.7404
O -0.5938 -1.8065 -2.3304
N -0.9834 2.1456 2.3437
O -1.6468 2.7309 3.1882
O -0.1382 1.2980 2.4517
O -1.1339 2.1411 1.0696
N -1.4904 -2.0744 0.5264
O -0.7736 -3.0282 0.8837
O -1.0854 -0.9165 0.8262
O -2.3843 -2.1745 -0.3001

Values from the calculation:
multiplicity = 5
HOMO (alpha / beta) = 4.5 / 4.0 eV
total charge = -4
energy relative to the best compared isomer or geometry (same formula, charge and spin) = 0.0 kJ/mol
<S²> = 6.0046
LUMO level (alpha / beta) = 9.40 / 9.40 eV

=====

2.
CsH6O3 | wB97M-V/def2-TZVPD

CARTESIAN COORDINATES (ANGSTROEM)
Cs -0.8381 -1.5357 -0.9125
O -0.8021 1.4183 -1.3425
H -0.3821 2.1713 -0.9375
H -1.2491 1.9713 -1.9565
O 1.9739 -1.1887 -0.2315
H 2.5779 -0.4467 -0.4445
H 2.4659 -1.7937 0.3745
O -1.5541 -0.1757 1.5805
H -0.9301 0.5133 1.7505
H -1.2621 -0.9337 2.1195

Values from the calculation:
HOMO = -15.7 eV
total charge = +1
energy relative to the best compared isomer or geometry (same formula, charge and spin) = 16.2 kJ/mol
LUMO level = -3.40 eV

=====

3.
Cu2I | wB97M-V/def2-TZVPD

CARTESIAN COORDINATES (ANGSTROEM)
Cu 1.6280 0.4245 1.6816
Cu -1.8598 0.4136 -1.2984
I 0.2318 -0.8382 -0.3832

Values from the calculation:
multiplicity = 3
HOMO (alpha / beta) = -26.9 / -26.5 eV
total charge = +3
energy relative to the best compared isomer or geometry (same formula, charge and spin) = 21.5 kJ/mol
<S²> = 2.0249
LUMO level (alpha / beta) = -16.38 / -20.66 eV

=====

4.
CuF24P4 | wB97M-V/def2-TZVPD

CARTESIAN COORDINATES (ANGSTROEM)
Cu -0.0338 0.0240 -0.1298
P -0.0022 -1.1550 2.8319
F 1.0576 -1.7252 3.9255
F -1.2383 -1.3123 3.8861
F 0.3334 0.3111 3.3570
F -1.0872 -0.6145 1.7229
F 1.1198 -0.9946 1.6207
F -0.2445 -2.6632 2.3278
P 0.1674 -2.4860 -1.9001
F 1.0429 -2.3950 -3.2307
F -0.2291 -0.9065 -2.0873
F -1.0851 -3.1172 -2.6655
F -0.7290 -2.4210 -0.4943
F 0.6551 -3.9980 -1.5963
F 1.4265 -1.9529 -0.9697
P 2.2714 2.0694 0.0195
F 1.4019 3.2757 -0.6049
F 0.9628 1.5731 0.9363
F 1.5737 1.0461 -1.0980
F 3.1106 0.8799 0.6945
F 3.4739 2.3534 -0.9773
F 2.7381 3.0885 1.1677
P -2.4372 1.6470 -0.9961
F -0.9792 1.5155 -1.7194
F -2.3654 3.2300 -0.9602
F -3.2264 1.5833 -2.3859
F -3.8014 1.5507 -0.1537
F -2.3003 0.0126 -0.9377
F -1.5759 1.5811 0.4168

Values from the calculation:
multiplicity = 2
HOMO (alpha / beta) = -7.2 / -7.2 eV
total charge = -2
energy relative to the best compared isomer or geometry (same formula, charge and spin) = 30.0 kJ/mol
<S²> = 0.7509
LUMO level (alpha / beta) = 5.68 / 1.82 eV

=====

5.
CuH10O17S3 | wB97M-V/def2-TZVPD

CARTESIAN COORDINATES (ANGSTROEM)
Cu 1.0762 -1.3669 -5.7926
S -1.4242 -3.5335 -5.2002
O -2.6993 -2.8909 -5.3328
O -0.4269 -2.4955 -5.0077
O -1.3313 -4.3825 -4.0186
O -1.0974 -4.3692 -6.3726
S 1.6718 -3.5310 -8.5214
O 0.3807 -4.2443 -8.6824
O 2.0544 -2.7536 -9.7114
O 1.6225 -2.6320 -7.3902
O 2.6115 -4.6048 -8.2952
S -1.4532 0.6461 -6.8388
O -2.6155 -0.2472 -6.5343
O -1.1994 1.4877 -5.6888
O -0.2514 -0.2036 -6.9794
O -1.7497 1.4623 -8.0252
O 1.3445 -5.0706 -5.3092
H 1.2730 -4.2466 -5.7910
H 1.6165 -5.7104 -5.9672
O -2.1964 -0.5920 -3.9621
H -1.2895 -0.7610 -4.2174
H -2.1389 -0.2970 -3.0533
O 2.6625 0.0753 -6.3128
H 3.4541 -0.0503 -6.8361
H 2.5532 1.0251 -6.2670
O 2.4078 -2.5708 -4.4454
H 2.2487 -3.3385 -3.8963
H 3.2376 -2.2156 -4.1268
O 0.7559 0.3603 -4.4229
H 0.8849 0.7993 -3.5821
H 0.0730 0.8709 -4.8578

Values from the calculation:
multiplicity = 2
HOMO (alpha / beta) = 5.4 / 5.4 eV
total charge = -4
energy relative to the best compared isomer or geometry (same formula, charge and spin) = 290.7 kJ/mol
<S²> = 0.7535
LUMO level (alpha / beta) = 8.35 / 8.36 eV

=====

6.
CuH10O5 | wB97M-V/def2-TZVPD

CARTESIAN COORDINATES (ANGSTROEM)
Cu 0.0922 -0.0904 0.4779
O 1.7042 0.8046 -0.0041
H 2.5073 0.2966 0.0859
H 2.0273 1.6246 0.4669
O -0.5657 -0.9594 -1.1881
H 0.0773 -0.9684 -1.9001
H -0.5797 -1.9004 -0.9551
O -1.5678 0.3916 1.2299
H -2.2207 1.0656 0.9949
H -2.0977 -0.3024 1.6429
O 0.6342 -1.6474 1.3999
H 1.5732 -1.7354 1.5899
H 0.5552 -2.4174 0.8379
O -0.4177 1.9506 -1.8191
H -1.2447 1.5356 -1.9281
H -0.4768 2.3516 -0.9321

Values from the calculation:
HOMO = -12.2 eV
total charge = +1
energy relative to the best compared isomer or geometry (same formula, charge and spin) = 147.4 kJ/mol
LUMO level = -3.87 eV

=====

7.
CuH18O25S4Zn3 | wB97M-V/def2-TZVPD

CARTESIAN COORDINATES (ANGSTROEM)
Zn 10.7959 -7.0880 18.9182
Zn 14.3794 -4.5699 20.9384
Zn 14.6520 -3.0455 16.4278
Cu 14.6983 -8.6701 16.1628
S 13.6847 -5.8852 17.9152
O 13.9939 -4.8149 16.9494
O 14.3857 -7.0990 17.5163
O 14.1276 -5.4782 19.2294
O 12.1750 -6.0822 17.9624
S 16.6867 -3.4070 19.0718
O 15.9921 -3.5853 20.4330
O 17.6874 -2.3580 19.1765
O 17.2542 -4.6899 18.6463
O 15.6134 -2.9567 18.0730
S 11.4961 -5.8609 21.9354
O 11.4086 -7.0697 22.7339
O 10.7688 -4.7570 22.5241
O 12.9519 -5.4841 21.7605
O 10.9269 -6.1721 20.5351
S 17.8553 -9.4762 17.3449
O 18.8949 -9.5611 16.2943
O 17.9054 -10.7041 18.1409
O 18.2299 -8.3459 18.2057
O 16.5351 -9.2735 16.7224
O 9.4364 -5.5622 18.3047
H 8.4847 -5.5387 18.4796
H 9.6795 -4.6633 18.0539
O 11.3788 -4.6194 15.6136
H 10.8470 -5.3315 15.2452
H 11.9212 -5.0379 16.3328
O 12.7922 -8.2257 15.2551
H 11.9604 -7.7677 15.4138
H 12.8129 -8.4112 14.3052
O 12.7933 -2.3081 17.2067
H 11.9466 -2.7613 17.3084
H 12.6174 -1.3755 17.4045
O 15.8955 -8.2380 19.6450
H 15.4162 -7.4758 19.2898
H 16.7101 -8.2817 19.0830
O 13.3427 -2.8235 20.2990
H 13.5387 -2.1698 19.6183
H 12.7263 -2.4047 20.9209
O 13.6536 -3.1022 14.5663
H 13.5409 -2.3270 13.9973
H 12.7787 -3.5517 14.5821
O 16.2885 -3.6227 15.3353
H 16.5759 -3.4990 14.4233
H 16.7897 -4.3902 15.6757
O 10.3611 -8.2953 17.2732
H 10.6414 -9.2236 17.3996
H 9.4839 -8.3497 16.8580

Values from the calculation:
multiplicity = 2
HOMO = -8.2 eV
<S²> = 0.7642
LUMO level = -2.47 eV

=====

8.
CuH36O22S | wB97M-V/def2-TZVPD

CARTESIAN COORDINATES (ANGSTROEM)
Cu 2.7384 -0.5367 -1.4266
S -0.2268 0.3254 -0.1406
O -0.8669 1.4979 -0.7064
O 1.0510 0.2322 -0.7757
O -0.0354 0.4692 1.3053
O -1.0319 -0.8574 -0.4058
O -0.6143 2.5476 2.9428
H -0.6808 1.7448 2.4571
H -1.2541 2.3047 3.6086
O 1.8050 -2.4761 -1.4808
H 2.3063 -3.1239 -1.9269
H 1.0848 -2.9087 -1.0037
O 1.9263 -1.3524 3.0538
H 1.6021 -1.9346 3.7678
H 1.4205 -0.5255 3.2412
O -3.9344 -0.4622 -2.2197
H -3.1639 0.0702 -2.3550
H -3.6853 -1.0880 -1.5141
O -2.3116 1.4482 -2.8909
H -1.8222 1.5768 -2.0439
H -1.8960 2.0393 -3.4953
O 3.7586 1.3606 -1.3940
H 4.4869 1.2042 -0.8029
H 3.3229 2.2097 -1.2272
O -0.7763 -0.8987 3.3325
H -0.3898 -0.3217 2.6081
H -1.6690 -0.6048 3.4930
O 1.3107 1.0754 4.2147
H 1.5981 1.8287 4.7343
H 0.6182 1.4830 3.6762
O -1.3506 -1.3429 -2.9395
H -0.6928 -1.8188 -3.4467
H -0.9381 -1.1184 -2.1341
O 0.0582 -2.5019 1.2821
H 0.2063 -2.0123 2.0773
H -0.5514 -1.8954 0.8089
O -3.0252 -0.0567 0.8993
H -2.4059 -0.3500 0.2040
H -3.6981 0.4899 0.3816
O -2.8162 -2.4301 -0.6808
H -3.0942 -2.7673 0.1888
H -2.0934 -1.7814 -0.6040
O 0.1738 3.3533 -1.9557
H 0.9543 3.4662 -1.3902
H -0.2485 2.6276 -1.4785
O -1.7323 3.6757 0.4176
H -0.9484 4.2372 0.2961
H -1.4432 2.8469 0.0942
O 3.4279 -0.9087 0.5852
H 3.1586 -1.0195 1.4763
H 4.2909 -0.4796 0.7049
O 2.2664 -0.0287 -3.4085
H 1.5380 0.5111 -3.6963
H 2.5083 -0.5495 -4.2279
O -0.8726 -4.0574 -1.9097
H -1.3925 -4.8371 -1.8307
H -1.5254 -3.3497 -1.7419
O 2.1297 1.9123 1.5222
H 1.3316 1.3769 1.6133
H 2.1140 2.4811 2.2668

Values from the calculation:
multiplicity = 2
HOMO (alpha / beta) = -8.7 / -8.7 eV
<S²> = 0.7513
LUMO level (alpha / beta) = -2.08 / -4.45 eV